--- P ---
Here is 2 unconnected molecules or ions with the total composition C4H8Si from the Open Molecules 2025 dataset. Energies are from ωB97M-V/def2-TZVPD.

```
13
Properties=species:S:1:pos:R:3:mulliken_charge:R:1
C 3.34 -0.29 0.80 -0.256
C 2.25 0.10 0.45 -0.205
C -0.71 -0.29 -1.76 -0.956
C -1.40 0.04 1.31 -0.964
Si -0.40 0.67 -0.16 0.303
H 4.31 -0.58 1.08 0.395
H -1.55 0.12 -2.31 0.303
H 0.16 -0.24 -2.41 0.300
H -0.91 -1.34 -1.57 0.299
H -0.95 -0.86 1.73 0.309
H -1.44 0.78 2.11 0.293
H -2.43 -0.21 1.04 0.306
H -0.28 2.11 -0.30 -0.127
```

Calculated values
Net charge ... 0
⟨S²⟩ ... 2.03
Spin multiplicity ... 3



--- Q ---
Here is C4H8Si in the gas phase from the Open Molecules 2025 dataset. Energies are from ωB97M-V/def2-TZVPD.

```
13
Properties=species:S:1:pos:R:3:mulliken_charge:R:1
C 1.82 -1.06 0.32 -0.852
C 1.18 -0.52 1.32 -0.180
C -0.56 1.03 -1.03 -0.622
C -1.48 -0.12 -0.52 -0.483
Si -0.40 0.61 0.89 0.160
H 2.82 -1.58 0.49 0.205
H 1.37 -1.17 -0.57 0.263
H 1.55 -0.59 2.27 0.406
H 0.17 0.75 -1.68 0.345
H -1.08 2.07 -1.11 0.288
H -2.64 0.01 -0.74 0.294
H -1.29 -1.18 -0.90 0.258
H -1.23 1.24 1.89 -0.080
```

Calculated values
Net charge ... 0
⟨S²⟩ ... 2.01
Spin multiplicity ... 3



Q has the most favorable energy; the next structure is 0.887 eV above.